ORCA calculation (ωB97M-V/def2-TZVPD) on the molecule C4H7NS.

Energy relative to the best compared isomer or geometry (same formula, charge and spin) (eV): 1.5494
Energy (eV): -16585.382
Kohn-Sham gap (eV): 9.0
HOMO level (eV): -8.574

Structure (ORCA input):
```
! wB97M-V def2-TZVPD RIJCOSX def2/J DEFGRID3
* xyz 0 1
C -1.778 -0.404 -0.201
C -0.461 -0.010 0.411
C 0.304 1.205 -0.046
N 0.724 -0.120 -0.406
C 1.911 -0.707 -0.074
S 3.368 0.022 -0.055
H -1.805 -0.095 -1.258
H -1.931 -1.474 -0.131
H -2.607 0.093 0.342
H -0.331 -0.260 1.486
H 0.917 1.740 0.634
H -0.110 1.797 -0.861
H 1.799 -1.786 0.160
*
```

Here are the Mulliken charges for atoms 1 to 2, given in e:
1. C -1.29
2. C 0.33

ORCA calculation (ωB97M-V/def2-TZVPD) on the molecule C4H7NS.

Energy relative to the best compared isomer or geometry (same formula, charge and spin) (eV): 2.3218
Energy (eV): -16584.610
Kohn-Sham gap (eV): 8.8
HOMO level (eV): -8.347

Structure (ORCA input):
```
! wB97M-V def2-TZVPD RIJCOSX def2/J DEFGRID3
* xyz 0 1
C 1.558 -0.707 1.072
N 1.200 -0.603 -0.156
C 0.504 0.345 -0.761
C 0.952 1.652 -0.829
S -0.951 0.083 -1.656
C -1.966 -0.583 -0.325
H 2.015 -1.601 1.469
H 1.388 0.232 1.644
H 0.428 2.249 -1.549
H 1.925 1.933 -0.510
H -2.919 -0.716 -0.706
H -2.013 0.227 0.374
H -1.473 -1.517 0.034
*
```

Here are the Mulliken charges for atoms 1 to 2, given in e:
1. C -0.33
2. N -0.42